Below is an isolated molecule of C3H2S2 at a distorted geometry, with properties calculated with ωB97M-V/def2-TZVPD.

Gap between HOMO and LUMO (alpha / beta) (eV): 7.6 / 7.6
ΔE to the lowest compared entry with this formula, charge and spin (kJ/mol): 16.81
SMILES: S=C=CC=S
Lowest unoccupied orbital energy (alpha / beta) (hartree): -0.03407 / -0.03408
Maximum force (eV/A): 2.68
Molecular weight (g mol⁻¹): 102.18
E_tot (eV): -24811.3061

Atoms and positions in Å:
C -0.015 -0.559 -0.322
C 0.917 -0.057 0.676
C -1.032 0.263 -0.671
S -2.370 0.890 -1.086
S 0.412 1.425 1.310
H 0.098 -1.508 -0.868
H 1.990 -0.453 0.960

=====

Below is a cluster of 5 separate species, C48H60Cl2F4NO24P2 in total at a distorted geometry, with properties calculated with ωB97M-V/def2-TZVPD.

Gap between HOMO and LUMO (eV): 7.4
Total charge: +1
Lowest unoccupied orbital energy (hartree): -0.12882
Maximum force (eV/A): 5.38
Molecular weight (g mol⁻¹): 1243.84
E_tot (eV): -155862.7913

Atoms and positions in Å:
C 2.869 5.107 3.547
C 2.103 4.125 2.581
O 2.316 2.758 2.936
C 3.428 2.172 2.263
C 2.989 0.698 1.873
O 2.788 0.700 0.449
C 1.781 -0.201 0.032
C 1.089 0.236 -1.341
C 1.876 1.123 -2.331
C 2.819 0.410 -3.375
P 4.480 -0.148 -2.763
O 5.002 -1.117 -3.804
O 4.426 -0.972 -1.321
C 5.733 -1.254 -0.779
C 6.425 -2.525 -1.391
O 5.609 1.098 -2.723
C 5.349 2.027 -1.639
C 6.681 2.312 -0.829
C -0.325 0.935 -0.962
C -0.387 1.952 0.214
F 0.747 2.701 0.179
F -1.385 2.847 -0.079
F -0.513 1.450 1.449
N -1.508 0.026 -1.241
P -2.598 -0.614 0.059
O -3.262 0.758 0.783
Cl -1.456 -1.576 1.552
C -1.014 -0.919 -2.331
F -1.870 -2.006 -2.350
C -1.172 -0.289 -3.753
Cl -2.960 -0.228 -4.177
C -0.469 -1.079 -4.915
C -0.597 -0.181 -6.219
C 0.448 -1.178 -1.769
C 1.311 -2.328 -2.387
C 1.483 -3.581 -1.421
C 0.123 -4.228 -0.984
C 0.322 -4.754 0.497
O 0.715 -3.687 1.386
C 0.762 -4.074 2.702
O 0.652 -3.204 3.533
H 2.830 4.780 4.610
H 3.905 5.229 3.158
H 2.348 6.101 3.472
H 2.367 4.368 1.521
H 1.006 4.328 2.707
H 3.671 2.713 1.307
H 4.375 2.172 2.860
H 2.110 0.365 2.468
H 3.887 0.043 2.064
H 1.015 -0.409 0.831
H 2.280 -1.198 -0.136
H 2.537 1.795 -1.716
H 1.262 1.846 -2.937
H 2.280 -0.400 -3.927
H 3.037 1.180 -4.166
H 5.577 -1.455 0.316
H 6.439 -0.396 -0.838
H 5.686 -3.249 -1.803
H 7.105 -2.161 -2.206
H 7.069 -3.076 -0.662
H 4.558 1.692 -0.921
H 4.961 2.973 -2.110
H 6.813 3.390 -0.594
H 6.639 1.762 0.151
H 7.545 1.876 -1.392
H -0.459 1.653 -1.823
H -2.156 0.656 -1.759
H -2.963 0.833 1.708
H -0.798 0.764 -3.780
H -1.020 -2.046 -5.044
H 0.614 -1.277 -4.753
H -1.636 -0.155 -6.617
H 0.043 -0.617 -7.022
H -0.318 0.880 -5.981
H 0.194 -1.598 -0.747
H 2.344 -2.064 -2.700
H 0.810 -2.749 -3.301
H 2.014 -4.346 -2.052
H 2.184 -3.325 -0.595
H -0.746 -3.533 -0.948
H -0.068 -5.152 -1.577
H 1.151 -5.512 0.424
H -0.584 -5.286 0.865
H 0.924 -5.138 3.010
C -0.108 9.403 7.250
C 1.059 9.071 6.695
C 1.201 8.901 5.219
O 2.289 8.615 4.753
C 0.012 9.083 4.390
C -1.158 9.412 4.944
C -1.293 9.608 6.418
O -2.372 9.924 6.883
O -2.265 9.580 4.197
O 2.164 8.874 7.439
H -0.223 9.531 8.317
H 0.124 8.939 3.324
H -2.971 9.814 4.828
H 2.869 8.648 6.804
C -2.352 -9.134 -2.935
C -1.307 -8.458 -2.454
C -1.342 -7.817 -1.106
O -0.355 -7.222 -0.703
C -2.572 -7.924 -0.326
C -3.622 -8.598 -0.807
C -3.577 -9.262 -2.145
O -4.548 -9.879 -2.536
O -4.765 -8.709 -0.112
O -0.167 -8.323 -3.164
H -2.337 -9.604 -3.908
H -2.592 -7.441 0.641
H -5.361 -9.240 -0.672
H 0.431 -7.800 -2.601
C -3.671 6.348 7.231
C -4.772 5.640 7.504
C -5.110 4.398 6.745
O -6.110 3.774 7.038
C -4.212 3.988 5.664
C -3.115 4.697 5.391
C -2.763 5.922 6.168
O -1.743 6.528 5.894
O -2.271 4.343 4.399
O -5.624 6.010 8.474
H -3.414 7.247 7.774
H -4.476 3.098 5.110
H -1.564 5.014 4.410
H -6.331 5.337 8.473
C -5.870 -4.841 -6.411
C -4.866 -3.960 -6.451
C -3.586 -4.203 -5.723
O -2.688 -3.380 -5.801
C -3.464 -5.427 -4.935
C -4.468 -6.308 -4.892
C -5.740 -6.079 -5.642
O -6.619 -6.914 -5.588
O -4.382 -7.441 -4.171
O -4.962 -2.812 -7.150
H -6.801 -4.677 -6.936
H -2.538 -5.583 -4.398
H -5.232 -7.903 -4.307
H -4.111 -2.356 -7.020

=====

Below is a structure of composition C30H22FN4O9RhS2 at a distorted geometry, with properties calculated with ωB97M-V/def2-TZVPD.

Gap between HOMO and LUMO (alpha / beta) (eV): 7.9 / 6.1
ΔE to the lowest compared entry with this formula, charge and spin (kJ/mol): 56.98
Multiplicity: 5
Lowest unoccupied orbital energy (alpha / beta) (hartree): -0.02668 / -0.09602
Maximum force (eV/A): 1.23
Molecular weight (g mol⁻¹): 768.56
E_tot (eV): -83250.6016

Atoms and positions in Å:
Rh 0.595 0.746 0.126
O -1.427 1.024 3.826
C -0.795 1.202 2.799
O -1.192 1.011 1.591
C 0.615 1.791 2.866
C 1.380 2.035 3.988
C 2.586 2.715 3.824
C 2.964 3.192 2.576
C 2.145 2.898 1.502
N 1.044 2.187 1.670
C 2.314 3.345 0.043
O 3.041 4.287 -0.212
O 1.566 2.667 -0.749
H 1.028 1.701 4.954
H 3.223 2.893 4.680
H 3.864 3.764 2.408
F 2.825 -3.577 -3.025
C 2.652 -2.266 -3.252
C 3.419 -1.362 -2.630
N 3.279 -0.012 -2.825
C 4.003 0.894 -1.948
C 3.612 0.689 -0.450
O 4.340 1.168 0.398
O 2.546 -0.013 -0.272
C 2.275 0.488 -3.638
O 2.053 1.671 -3.795
N 1.545 -0.482 -4.299
C 1.597 -1.869 -4.166
O 0.830 -2.594 -4.760
H 4.183 -1.668 -1.929
H 3.737 1.915 -2.211
H 5.080 0.759 -2.035
H 0.812 -0.131 -4.897
O 0.298 -1.308 1.086
S -0.179 -2.687 0.735
C -1.043 -3.304 2.199
C -1.414 -2.438 3.210
C -2.123 -2.935 4.294
C -2.435 -4.285 4.362
C -2.047 -5.146 3.343
C -1.347 -4.656 2.252
C -1.683 -2.489 -0.253
C -2.666 -1.605 0.168
C -3.814 -1.468 -0.593
C -3.973 -2.213 -1.757
C -2.978 -3.083 -2.173
C -1.820 -3.223 -1.418
H -1.153 -1.390 3.166
H -2.429 -2.256 5.078
H -2.988 -4.669 5.209
H -2.292 -6.198 3.400
H -1.038 -5.314 1.447
H -2.527 -1.031 1.076
H -4.595 -0.790 -0.271
H -4.885 -2.121 -2.334
H -3.100 -3.651 -3.085
H -1.029 -3.891 -1.738
S -0.663 0.530 -1.868
C -1.119 2.182 -1.656
N -2.048 2.481 -0.719
C -2.506 3.729 -0.510
C -2.048 4.765 -1.271
C -1.059 4.506 -2.232
C -0.610 3.224 -2.440
H -2.283 1.746 -0.055
H -3.236 3.850 0.277
H -2.440 5.760 -1.130
H -0.633 5.324 -2.796
H 0.164 2.987 -3.157

=====

Below is the ion C9H12NOS with charge +1 at a distorted geometry, with properties calculated with ωB97M-V/def2-TZVPD.

Gap between HOMO and LUMO (eV): 9.4
ΔE to the lowest compared entry with this formula, charge and spin (kJ/mol): 275.32
Total charge: +1
SMILES: O=[S@]1(c2ccccc2)=[NH+]CCC1
Lowest unoccupied orbital energy (hartree): -0.15267
Maximum force (eV/A): 4.97
Molecular weight (g mol⁻¹): 182.27
E_tot (eV): -23890.7776

Atoms and positions in Å:
C -0.356 3.769 -0.766
C 0.628 2.964 -1.273
C -1.409 3.274 -0.141
C 0.623 1.581 -1.014
C -1.409 1.900 0.225
C -0.453 1.046 -0.271
C 0.544 -2.993 1.069
C 0.637 -2.965 -0.404
C 0.879 -1.538 1.454
N -0.056 -1.846 -1.050
O -1.780 -0.995 0.835
S -0.464 -0.672 0.313
H -0.253 4.881 -0.852
H 1.503 3.404 -1.695
H -2.096 3.969 0.409
H 1.474 1.033 -1.386
H -2.294 1.533 0.786
H -0.535 -3.107 1.303
H 1.108 -3.610 1.717
H 1.706 -2.969 -0.740
H 0.207 -3.913 -0.759
H 0.724 -1.262 2.448
H 1.995 -1.367 1.162
H -0.921 -2.119 -1.370

=====

Below is a structure of composition CHClIO3S at a distorted geometry, with properties calculated with ωB97M-V/def2-TZVPD.

Gap between HOMO and LUMO (eV): 7.5
ΔE to the lowest compared entry with this formula, charge and spin (kJ/mol): 46.01
Total charge: -1
Lowest unoccupied orbital energy (hartree): 0.10785
Maximum force (eV/A): 5.86
Molecular weight (g mol⁻¹): 255.44
E_tot (eV): -38654.7897

Atoms and positions in Å:
C -0.132 -1.057 -0.284
O -0.257 1.633 -0.910
O 1.808 0.984 0.178
O -0.221 1.348 1.531
S 0.327 1.060 0.232
Cl 0.695 -2.207 0.680
I -2.179 -0.803 -0.047
H -0.041 -0.958 -1.380

=====

Below is a structure of composition C24H24F2IrN2O3PSTe, with properties calculated with ωB97M-V/def2-TZVPD.

Gap between HOMO and LUMO (alpha / beta) (eV): 7.0 / 6.6
Multiplicity: 5
Lowest unoccupied orbital energy (alpha / beta) (hartree): 0.01156 / -0.04743
Maximum force (eV/A): 0.48
Molecular weight (g mol⁻¹): 809.32
E_tot (eV): -70090.2382

Atoms and positions in Å:
Ir -0.119 0.446 -0.574
F 0.458 2.272 4.567
C -0.236 1.493 3.710
C 0.159 1.425 2.392
C -0.557 0.621 1.510
C -1.658 -0.115 1.987
C -2.011 0.008 3.325
F -3.092 -0.653 3.809
C -1.324 0.804 4.214
C -2.401 -0.982 1.033
C -3.144 -2.111 1.388
C -3.735 -2.862 0.390
C -3.586 -2.488 -0.938
C -2.821 -1.370 -1.210
N -2.259 -0.644 -0.247
H 1.033 1.973 2.065
H -1.627 0.886 5.247
H -3.235 -2.392 2.424
H -4.302 -3.747 0.648
H -4.031 -3.052 -1.745
H -2.635 -1.035 -2.226
C 5.845 -2.215 -1.151
C 4.700 -2.207 -0.170
O 4.090 -0.904 -0.207
P 2.588 -0.662 0.250
O 2.245 0.778 0.008
Te 1.064 -2.134 -0.868
O 2.547 -0.913 1.815
C 2.374 -2.189 2.458
C 1.065 -2.176 3.210
H 6.363 -3.174 -1.105
H 6.556 -1.423 -0.917
H 5.479 -2.064 -2.166
H 5.043 -2.394 0.850
H 3.957 -2.965 -0.432
H 3.224 -2.318 3.127
H 2.391 -2.990 1.716
H 1.008 -1.299 3.856
H 0.974 -3.072 3.827
H 0.227 -2.144 2.511
S -3.551 4.476 -0.234
C -1.980 5.073 -0.534
C -1.084 4.059 -0.460
N -1.629 2.819 -0.236
C -2.918 2.895 -0.124
H -1.794 6.118 -0.719
H -0.015 4.145 -0.592
H -3.550 2.035 0.058
C -0.433 1.711 -5.284
C -1.564 1.842 -4.489
C -1.487 1.581 -3.126
C -0.295 1.155 -2.534
C 0.838 1.035 -3.353
C 0.769 1.315 -4.711
H -0.487 1.922 -6.345
H -2.503 2.157 -4.927
H -2.375 1.708 -2.519
H 1.784 0.722 -2.926
H 1.657 1.221 -5.324

=====

Below is a cluster of 2 separate species, C3H5NS in total at a distorted geometry, with properties calculated with ωB97M-V/def2-TZVPD.

Gap between HOMO and LUMO (alpha / beta) (eV): 7.8 / 7.8
ΔE to the lowest compared entry with this formula, charge and spin (kJ/mol): 356.08
SMILES: C=[NH+][S-].C#C
Lowest unoccupied orbital energy (alpha / beta) (hartree): -0.00753 / -0.00749
Maximum force (eV/A): 3.62
Molecular weight (g mol⁻¹): 87.15
E_tot (eV): -15513.1819

Atoms and positions in Å:
C -1.351 -0.986 -2.623
C -0.164 -0.833 -2.475
C 0.561 1.713 2.711
N -0.326 1.045 1.992
S -1.570 1.748 1.113
H -2.399 -1.057 -2.731
H 0.891 -0.742 -2.319
H 1.387 1.102 3.207
H 0.809 2.751 2.680
H -0.144 0.037 1.877

=====

Below is a cluster of 2 separate species, C3H4FI in total at a distorted geometry, with properties calculated with ωB97M-V/def2-TZVPD.

Gap between HOMO and LUMO (alpha / beta) (eV): 8.6 / 8.6
ΔE to the lowest compared entry with this formula, charge and spin (kJ/mol): 347.88
Lowest unoccupied orbital energy (alpha / beta) (hartree): -0.04369 / -0.04370
Maximum force (eV/A): 4.48
Molecular weight (g mol⁻¹): 185.97
E_tot (eV): -13989.1586

Atoms and positions in Å:
C -0.191 -0.177 0.711
C -0.242 0.141 -0.800
C -1.431 -0.253 -0.019
F -1.562 -2.531 0.001
I -3.383 0.187 0.004
H 0.481 -1.032 0.960
H -0.433 0.616 1.415
H -0.321 1.162 -1.144
H 0.335 -0.601 -1.258

=====

Below is a cluster of 2 separate species, C4H12N3 in total, with properties calculated with ωB97M-V/def2-TZVPD.

Gap between HOMO and LUMO (eV): 8.8
ΔE to the lowest compared entry with this formula, charge and spin (kJ/mol): 222.01
Total charge: +1
Lowest unoccupied orbital energy (hartree): -0.14026
Maximum force (eV/A): 0.92
Molecular weight (g mol⁻¹): 102.16
E_tot (eV): -8805.4332

Atoms and positions in Å:
C -1.433 1.085 0.538
C -0.139 1.591 0.030
C 1.103 1.250 0.333
N -0.306 2.676 -0.985
H -1.324 0.095 0.978
H -1.847 1.726 1.317
H -2.159 0.954 -0.270
H 1.914 1.832 -0.085
H 1.262 0.387 0.962
H -0.838 3.481 -0.631
H -0.791 2.331 -1.821
H 0.605 3.024 -1.299
N -0.304 -2.586 -0.828
C 0.141 -2.376 0.459
N 1.362 -2.137 0.702
H 0.353 -2.260 -1.520
H -1.235 -2.248 -1.015
H -0.645 -2.577 1.194
H 1.563 -2.216 1.690

=====

Below is a cluster of 18 separate species, H34O21P in total at a distorted geometry, with properties calculated with ωB97M-V/def2-TZVPD.

Gap between HOMO and LUMO (eV): 7.6
ΔE to the lowest compared entry with this formula, charge and spin (kJ/mol): 607.35
Total charge: -3
Lowest unoccupied orbital energy (hartree): 0.26250
Maximum force (eV/A): 5.89
Molecular weight (g mol⁻¹): 401.23
E_tot (eV): -52839.5932

Atoms and positions in Å:
P -19.194 16.411 24.174
O -19.076 17.153 22.954
O -20.649 15.871 24.027
O -19.110 17.131 25.442
O -18.291 15.243 24.153
O -17.125 18.826 25.088
H -17.811 18.188 25.248
H -17.501 19.641 24.778
O -15.782 15.479 23.486
H -16.730 15.458 23.769
H -15.850 14.956 22.690
O -22.269 14.870 25.570
H -21.607 15.203 24.869
H -23.076 15.013 25.106
O -20.249 19.327 25.635
H -19.821 18.474 25.628
H -20.889 19.228 26.314
O -18.382 19.776 27.818
H -18.982 19.471 27.139
H -18.224 19.041 28.480
O -22.303 15.679 21.952
H -21.792 15.744 22.797
H -22.434 16.571 21.629
O -18.050 12.848 24.059
H -17.240 12.772 23.501
H -18.155 13.865 24.034
O -20.311 19.228 22.790
H -20.577 19.357 23.677
H -19.879 18.346 22.839
O -19.731 14.050 26.305
H -20.287 14.804 26.289
H -19.229 14.096 25.496
O -18.635 14.438 21.804
H -19.133 15.130 21.424
H -18.340 14.778 22.697
O -20.586 16.607 27.307
H -21.465 16.899 27.146
H -19.976 16.947 26.614
O -20.799 13.572 23.218
H -19.971 13.740 22.807
H -20.881 14.503 23.658
O -16.748 14.727 26.001
H -17.256 15.365 26.468
H -17.325 14.893 25.201
O -20.120 16.662 20.783
H -19.678 16.995 21.618
H -20.833 16.147 21.092
O -16.909 17.786 21.939
H -16.236 17.119 22.084
H -17.770 17.562 22.419
O -22.353 17.564 24.590
H -21.703 16.943 24.274
H -22.679 18.141 23.912
O -17.697 16.765 27.375
H -16.945 17.377 27.361
H -18.243 16.992 26.569

=====

Below is a cluster of 3 separate species, C23H27BCl7FNO8 in total at a distorted geometry, with properties calculated with ωB97M-V/def2-TZVPD.

Gap between HOMO and LUMO (eV): 6.0
Total charge: +1
Lowest unoccupied orbital energy (hartree): -0.20139
Maximum force (eV/A): 7.09
Molecular weight (g mol⁻¹): 723.45
E_tot (eV): -133190.9899

Atoms and positions in Å:
C 2.546 -1.818 5.941
C 1.890 -1.633 4.804
C 1.543 -1.210 3.288
C 0.913 -2.334 2.334
C 0.621 -3.825 2.860
O 1.163 -4.803 2.275
O -0.263 -3.999 3.995
C -1.643 -4.043 3.564
Cl -2.102 -4.413 1.822
C -2.727 -3.806 4.491
C -2.524 -3.472 6.063
Cl -4.474 -3.902 3.894
C 0.629 -1.799 0.873
F 0.057 -2.771 -0.047
C 0.908 -0.281 0.436
C 0.535 -0.025 -1.102
C 1.375 -0.967 -2.153
O 2.534 -0.288 -2.729
C 3.590 -1.268 -2.788
O 4.807 -1.073 -2.500
N 1.450 0.729 1.387
C 1.638 2.133 0.927
Cl -0.004 2.897 0.437
C 2.750 2.281 -0.283
C 3.598 3.670 -0.027
Cl 4.007 0.925 -0.192
C 1.782 0.282 2.760
B 2.440 1.246 3.921
C 1.582 2.222 4.899
O 3.906 1.174 4.031
H 3.100 -1.788 6.954
H -1.699 -4.134 6.539
H -3.512 -3.740 6.600
H -2.334 -2.335 6.227
H 0.651 1.045 -1.485
H -0.580 -0.332 -1.267
H 0.671 -1.227 -3.047
H 1.768 -1.935 -1.647
H 3.304 -2.323 -3.180
H 2.013 2.886 1.703
H 2.270 2.412 -1.316
H 4.566 3.498 0.565
H 2.867 4.422 0.463
H 3.818 4.105 -1.089
H 1.012 1.557 5.663
H 2.332 2.907 5.438
H 0.886 2.878 4.260
H 4.320 1.530 3.192
C -3.688 -2.648 -5.058
C -3.569 -1.717 -3.866
O -2.700 -0.614 -4.160
C -3.242 0.370 -4.903
O -4.374 0.403 -5.326
O -2.292 1.300 -5.124
C -2.706 2.360 -5.987
H -2.698 -2.962 -5.401
H -4.273 -3.534 -4.800
H -4.173 -2.150 -5.901
H -3.119 -2.257 -3.028
H -4.548 -1.360 -3.532
H -3.635 2.817 -5.636
H -2.822 1.986 -7.008
H -1.925 3.122 -5.984
C -1.595 5.023 -2.428
Cl -2.726 5.358 -3.745
Cl -0.311 6.240 -2.383
Cl -2.446 4.959 -0.877
H -1.139 4.050 -2.609